Density functional theory data (ωB97M-V/def2-TZVPD) for a 4-piece molecular cluster, C45H70F3N2O3 overall at a distorted geometry.

Positions of all 123 atoms, in Å:
H -0.0022 -3.9050 -0.0570
H -1.3839 -3.1717 -5.6344
H -1.7054 -1.9542 0.2759
H 1.0515 5.1017 -0.3513
C -5.5097 2.1784 5.3899
H -1.6227 4.7313 2.3546
F -3.5996 1.2366 2.4657
C -2.8078 -0.5808 -3.7651
C -1.1231 -1.4781 1.0633
H 1.0678 2.3954 0.4843
C -1.2929 4.5552 1.3338
H 2.5823 -2.5434 -0.0424
H 0.6873 4.1525 -1.7625
C -6.5544 0.2927 4.3254
H 4.7373 4.1275 -2.8668
H -3.2777 4.4122 0.5611
H 2.8849 -8.2950 5.9971
H -3.7083 2.9010 4.4448
O 1.3750 3.3140 -4.6063
O -0.6917 2.4314 -4.8899
H 3.9344 2.0094 -4.2974
H 2.2608 -3.0587 -4.1713
C 2.5991 3.2858 -5.3833
F 1.6817 -3.9866 3.3764
C 1.1257 -5.5701 5.0292
C 0.5282 2.2515 -4.7521
H -1.4695 1.0799 -4.2470
H -5.4879 2.9146 6.1815
C 0.3026 -2.0745 1.0349
H -7.3442 -0.4448 4.2907
C 1.8985 1.8276 5.1185
C 0.9939 1.1446 4.3360
H 3.5980 1.6107 6.4015
C -0.7716 2.4188 -0.5208
O -1.8219 4.3648 -1.5403
H -1.6353 -0.7116 -5.6145
C 2.0228 -0.9418 4.8285
H -1.1001 1.5792 0.0878
H -2.7652 2.6959 -1.0141
H -0.2575 -0.1831 -2.5569
H 0.2116 -5.0272 5.2316
H 1.5048 -1.6273 -2.2271
C 0.3681 3.1694 0.1786
C 1.9961 -5.1147 4.0615
H 3.1465 -2.1942 -2.2141
C 2.8817 1.0979 5.7747
H 2.6822 4.2225 -5.9254
C 3.8270 3.0728 -4.5062
C 0.4687 -2.9375 -0.2165
H -1.5137 0.0340 -1.3681
H -1.9271 -2.6980 2.6820
H 0.5139 -2.6443 1.9317
H -2.8770 -1.2799 -2.9327
C 2.1110 -2.5268 -2.1277
H 2.0663 -2.0146 4.7074
F 0.0034 1.8241 3.6875
H 2.3797 -4.4388 -3.0996
C -2.4114 3.7659 0.6724
H 3.7202 2.2130 -1.8312
C -1.6471 -2.6829 -4.6995
H 1.0268 -1.2595 1.0234
C 0.3531 -3.7834 -3.4994
H -3.1566 -1.5419 -5.6560
H -2.7362 1.4484 -3.0989
C 1.0353 -0.2204 4.1782
C 1.9277 -3.0962 -0.7138
N -1.9956 3.2759 -0.6737
H -2.3788 -3.2765 -4.1533
C -0.4209 -2.4931 -3.8206
C -1.9212 -1.6642 2.3476
C 2.6472 3.8052 -0.8689
H 1.4906 0.5748 -5.6390
H -1.2184 5.5410 0.8767
H -2.9574 -1.3975 2.1428
H -0.0815 -2.4300 -1.0039
C -2.0095 0.6754 -3.3931
H -0.5221 2.5219 -2.6798
H -3.8258 -0.2621 -3.9746
H -5.5751 -0.4314 2.5429
H 0.1989 -4.5247 -4.2771
H -1.6055 -1.0034 3.1472
C -5.5696 0.2911 3.3484
C 1.1474 4.1082 -0.7801
H 3.1714 4.7578 -0.8498
C 1.4509 -6.7252 5.7253
H 3.7154 -0.8441 6.1431
H -1.0882 -0.4134 0.8292
H 0.2487 -1.7462 -4.2497
C 1.1099 0.8527 -4.6601
H 3.1562 4.7611 -3.3218
C 1.8422 -3.5088 -3.2681
C -6.5268 1.2356 5.3437
C 2.6341 -7.3966 5.4500
H -0.0439 -4.1462 -2.5530
H -2.7217 2.9072 1.2621
H -0.7843 -2.1184 -2.8682
H 1.8322 2.9034 5.2155
H 0.7286 1.6260 -1.7525
H -2.0567 4.0477 -2.4227
H 4.7027 3.3875 -5.0677
C -0.3307 1.8280 -1.8657
C -1.0338 0.5009 -2.2266
C 3.7382 3.8482 -3.1894
H 1.8961 0.7709 -3.9177
H 0.7782 -7.1008 6.4839
H 2.2369 -4.1373 -0.6685
H -7.2979 1.2343 6.1016
H 0.0782 3.3093 2.2148
C -2.3004 -1.3319 -5.0161
C -4.5690 1.2367 3.4185
H 0.3054 0.1728 -4.4047
C 3.4947 -6.9152 4.4732
H 3.0024 3.2642 0.0060
H 3.8283 -5.3757 2.9963
H 4.4184 -7.4354 4.2601
N -0.0192 3.8779 1.3907
H 2.1857 2.5415 -2.5910
H 0.3016 -0.7065 3.5535
C 3.0377 3.0146 -2.1197
H 2.5166 2.5069 -6.1365
C 2.9456 -0.2833 5.6310
C 3.1755 -5.7651 3.7663
C -4.5159 2.1807 4.4219

Force components x, y, z for each atom (eV/Å):
-0.1 -0.1 0.0
0.0 -0.3 0.0
0.0 0.0 -0.2
-0.2 0.2 0.0
-0.1 -0.1 0.0
0.0 0.1 0.1
0.1 0.0 -0.1
0.0 0.2 -0.5
0.0 -0.4 0.4
0.0 -0.3 0.1
0.0 -0.1 0.3
0.1 0.0 0.2
0.2 0.0 -0.2
0.0 0.1 0.1
0.1 0.1 0.2
-0.1 0.0 -0.3
0.0 0.0 0.0
0.0 0.0 0.0
-1.0 -0.5 -0.6
3.5 1.0 -0.3
0.2 -0.1 0.1
0.0 -0.1 -0.2
0.5 -0.4 0.1
0.0 0.0 0.0
-0.2 0.1 0.0
-1.7 0.6 -0.5
-0.7 -0.5 0.4
0.0 0.0 0.0
-0.4 0.3 -0.2
0.0 0.0 0.0
-0.1 0.2 0.0
0.1 -0.2 0.1
0.0 0.0 0.0
0.7 -0.4 -0.7
-0.1 0.1 0.3
0.2 0.1 0.0
0.1 0.1 0.1
-0.2 0.2 0.4
0.1 -0.1 -0.3
0.0 -0.2 0.3
0.0 0.0 0.0
-0.1 0.2 -0.1
0.2 0.5 -0.2
0.0 -0.2 0.1
0.1 0.0 -0.1
0.0 -0.2 -0.1
-0.3 0.3 0.2
-0.3 0.2 0.0
0.6 0.2 0.0
-0.1 0.0 0.1
0.2 -0.1 0.1
0.0 -0.2 0.2
0.0 0.0 0.2
0.7 -0.5 0.3
0.0 0.0 0.0
0.0 0.1 0.0
0.1 -0.1 0.1
-0.2 0.8 0.3
0.0 -0.2 -0.1
0.2 0.8 0.1
0.2 0.1 -0.1
0.2 0.6 0.3
-0.1 0.1 -0.1
0.0 0.2 -0.1
-0.1 -0.2 -0.2
-0.6 0.3 0.1
-0.4 -0.4 0.5
0.0 -0.3 -0.1
-0.1 -0.8 0.1
-0.4 0.2 -0.3
-0.2 -0.1 -0.3
0.2 -0.2 -0.1
0.2 0.0 -0.2
-0.1 0.0 0.1
-0.2 -0.1 -0.1
-0.6 -0.6 0.9
0.4 0.2 0.2
-0.2 0.0 0.0
0.0 0.0 0.0
0.0 -0.2 -0.1
0.1 -0.1 0.2
0.0 -0.1 -0.2
0.0 0.3 0.6
0.2 0.0 -0.1
0.1 0.0 0.0
0.0 0.0 0.0
0.0 0.1 -0.1
0.0 -0.1 -0.1
-0.3 0.5 -0.3
0.1 0.2 -0.2
-0.3 0.5 -0.3
0.0 0.0 0.0
0.0 0.0 0.0
-0.2 -0.5 -0.1
0.2 -0.3 -0.1
0.1 0.4 0.0
0.0 0.0 0.0
0.1 0.2 -0.2
0.1 -0.1 -0.3
0.1 0.0 -0.2
-0.9 -0.6 0.7
0.2 0.2 -0.6
-0.3 -0.2 -0.1
0.2 0.1 0.0
0.0 0.0 0.0
0.1 -0.1 -0.1
0.0 0.0 0.0
-0.1 -0.2 0.1
-0.4 -0.5 0.2
-0.3 0.0 0.3
0.1 0.1 -0.2
-0.1 0.0 0.1
-0.2 0.0 0.3
0.0 0.0 0.0
0.0 0.0 0.0
-0.1 -0.2 -0.2
-0.1 0.0 0.2
0.1 0.0 0.0
0.8 -0.1 0.2
0.0 -0.1 -0.1
0.0 0.1 0.0
0.1 0.1 -0.1
0.2 0.1 -0.1

Calculated values
Net charge   +1
Frontier orbital gap   8.6 eV
LUMO energy   -2.3 eV
E   -2391.19736 a.u.
HOMO level   -10.9 eV